A 2-piece molecular cluster, C3H2F2O2 overall at a distorted geometry, computed with ωB97M-V/def2-TZVPD.

Geometry (Å):
1 O -2.38 -0.76 0.09
2 C -1.73 0.16 0.26
3 C -0.95 1.12 0.64
4 F -0.90 2.38 0.07
5 H -0.12 1.11 1.50
6 O 1.14 1.30 -1.49
7 C 1.58 1.63 -0.47
8 F 1.91 0.82 0.52
9 H 1.89 2.67 -0.32

As for the HOMO-LUMO gap: 9.20 eV. Its total energy is -465.63730 Eh. Its SMILES is O=C=CF.O=CF. The calculation puts the LUMO energy at -0.240 eV. The HOMO energy comes out at -9.443 eV. The energy above the lowest of the compared OMol25 structures with the same formula, charge and spin comes out at 234.7 kJ/mol.



A 2-piece molecular cluster, C3H4S overall at a distorted geometry, computed with ωB97M-V/def2-TZVPD.

Geometry (Å):
1 C -2.09 -0.84 -0.19
2 C -1.27 0.03 -0.29
3 C 0.92 0.87 -0.26
4 S 1.83 -0.57 -0.10
5 H -2.94 -1.41 0.05
6 H 0.77 1.25 0.77
7 H 0.61 1.36 -1.19
8 H 2.18 -0.68 1.20

As for the HOMO-LUMO gap (alpha / beta): 8.48 / 8.48 eV. Its total energy is -514.67844 Eh. The calculation puts the LUMO energy (alpha / beta) at -0.627 / -0.626 eV. The HOMO energy (alpha / beta) comes out at -9.107 / -9.107 eV. The energy above the lowest of the compared OMol25 structures with the same formula, charge and spin comes out at 430.8 kJ/mol.



C17H23N2O8RuS2Si as an isolated structure at a distorted geometry, computed with ωB97M-V/def2-TZVPD.

Geometry (Å):
1 Ru 0.34 0.06 0.04
2 O -1.79 -0.73 0.51
3 S -2.06 0.18 1.65
4 O -2.84 -0.36 2.72
5 O -0.76 0.74 2.02
6 C -3.06 1.47 0.90
7 C -4.24 1.78 1.56
8 C -5.12 2.71 1.03
9 C -4.84 3.32 -0.18
10 C -3.66 3.03 -0.84
11 C -2.76 2.11 -0.31
12 S -1.23 1.94 -1.21
13 O -1.04 0.54 -1.67
14 O -1.24 2.92 -2.24
15 O -0.16 2.12 -0.18
16 H -4.45 1.28 2.49
17 H -6.04 2.94 1.56
18 H -5.53 4.04 -0.61
19 H -3.41 3.52 -1.77
20 C -1.41 -3.21 -1.33
21 C -0.08 -2.54 -1.25
22 O 0.37 -2.13 -0.17
23 N 0.64 -2.39 -2.37
24 C 1.96 -1.79 -2.29
25 C 2.02 -0.30 -2.54
26 C 2.37 0.19 -3.79
27 C 2.60 1.54 -3.95
28 C 2.53 2.36 -2.84
29 C 2.13 1.81 -1.63
30 N 1.83 0.52 -1.50
31 H -2.16 -2.47 -1.04
32 H -1.44 -4.01 -0.59
33 H -1.62 -3.61 -2.32
34 H 0.20 -2.55 -3.26
35 H 2.63 -2.30 -2.98
36 H 2.31 -1.96 -1.27
37 H 2.51 -0.50 -4.61
38 H 2.87 1.95 -4.92
39 H 2.74 3.42 -2.90
40 H 2.03 2.42 -0.75
41 C 2.34 0.19 3.99
42 Si 1.96 -1.04 2.63
43 C 3.43 -2.19 2.42
44 C 0.46 -2.06 3.09
45 O 1.81 -0.21 1.22
46 H 2.45 -0.30 4.96
47 H 1.51 0.91 4.07
48 H 3.25 0.75 3.77
49 H 3.64 -2.73 3.35
50 H 4.33 -1.64 2.14
51 H 3.23 -2.93 1.64
52 H 0.78 -2.97 3.61
53 H -0.11 -2.36 2.22
54 H -0.21 -1.51 3.76

As for the spin multiplicity: 2. As for the HOMO-LUMO gap (alpha / beta): 7.98 / 7.62 eV. Its total energy is -2553.87889 Eh. The calculation puts the LUMO energy (alpha / beta) at -0.515 / -0.695 eV. The HOMO energy (alpha / beta) comes out at -8.498 / -8.319 eV. The energy above the lowest of the compared OMol25 structures with the same formula, charge and spin comes out at 94.6 kJ/mol.